# C48H54N3O4P2Pd

A molecular structure, C48H54N3O4P2Pd (ωB97M-V/def2-TZVPD, OMol25).

Computed properties:
energy above the lowest of the compared OMol25 structures with the same formula, charge and spin: 0.0 kJ/mol
molecular weight: 905.3 u
net charge: +3
max |F|: 0.59 eV/A
spin multiplicity: 5

Geometry as XYZ:
```
112
Properties=species:S:1:pos:R:3:forces:R:3
Pd -0.480 -0.915 0.181 0.01 -0.27 0.52
C 1.298 1.995 2.644 0.06 0.00 0.14
C -0.075 1.353 2.837 0.02 -0.01 0.11
P -0.141 -0.478 2.661 -0.33 0.15 -0.41
C -1.626 -0.986 3.574 0.05 -0.06 0.09
C -1.531 -1.774 4.723 0.07 -0.02 -0.01
C -2.678 -2.168 5.397 -0.06 0.02 -0.01
C -3.926 -1.776 4.936 0.03 -0.01 0.02
C -4.026 -0.993 3.795 -0.01 0.02 -0.01
C -2.887 -0.604 3.110 0.07 0.02 0.01
C 1.254 -1.117 3.631 -0.05 0.11 0.06
C 1.615 -0.522 4.844 0.01 0.03 -0.03
C 2.668 -1.033 5.587 -0.04 0.05 -0.01
C 3.368 -2.143 5.132 0.03 -0.03 -0.01
C 3.011 -2.751 3.938 0.00 0.02 0.01
C 1.960 -2.237 3.194 -0.02 -0.17 0.01
C 2.029 1.691 1.335 0.21 0.02 -0.19
P 2.650 -0.013 1.133 -0.10 -0.08 -0.01
C 4.361 -0.195 1.499 0.04 0.07 0.04
C 5.204 -0.994 0.714 -0.05 0.00 0.02
C 6.536 -1.122 1.060 -0.05 -0.04 -0.05
C 7.027 -0.478 2.189 0.03 0.05 0.08
C 6.190 0.297 2.987 -0.01 -0.03 -0.03
C 4.858 0.435 2.652 -0.02 0.00 -0.01
C 2.204 -0.756 -0.437 0.27 0.21 -0.16
C 2.085 -2.149 -0.534 -0.02 -0.07 -0.01
C 1.974 -2.751 -1.782 -0.01 0.06 0.04
C 1.987 -1.974 -2.927 -0.02 -0.01 0.00
C 2.092 -0.589 -2.841 0.00 0.04 0.10
C 2.202 0.024 -1.608 -0.04 -0.09 0.00
H 1.948 1.732 3.480 -0.04 0.02 0.02
H 1.174 3.079 2.695 -0.01 -0.02 -0.01
H -0.789 1.734 2.102 0.03 0.02 0.05
H -0.453 1.633 3.824 -0.03 -0.09 -0.05
H -0.568 -2.081 5.110 0.00 0.01 -0.03
H -2.594 -2.772 6.289 0.01 -0.02 0.03
H -4.818 -2.075 5.467 -0.03 -0.02 0.02
H -4.998 -0.685 3.435 -0.02 0.01 0.00
H -2.985 -0.008 2.214 0.02 0.01 -0.08
H 1.062 0.330 5.222 -0.02 0.00 0.01
H 2.937 -0.573 6.529 -0.01 0.02 0.01
H 4.185 -2.539 5.718 0.03 -0.02 0.02
H 3.548 -3.621 3.589 0.03 -0.05 -0.01
H 1.678 -2.723 2.267 -0.07 -0.01 0.02
H 2.913 2.332 1.264 -0.05 0.01 -0.06
H 1.380 1.876 0.477 -0.01 -0.02 0.00
H 4.823 -1.489 -0.167 -0.01 -0.03 -0.08
H 7.199 -1.717 0.449 -0.01 -0.01 -0.02
H 8.071 -0.580 2.451 0.03 -0.01 0.01
H 6.584 0.786 3.866 0.00 0.03 0.03
H 4.203 1.024 3.282 -0.01 0.04 0.02
H 2.125 -2.762 0.357 0.03 0.00 -0.07
H 1.901 -3.827 -1.852 0.00 -0.04 0.00
H 1.920 -2.443 -3.899 0.01 -0.02 -0.01
H 2.111 0.007 -3.743 0.00 0.03 -0.01
H 2.314 1.099 -1.546 0.01 0.00 0.00
C -0.838 -5.872 0.339 -0.04 -0.05 -0.12
N -0.845 -5.081 1.557 -0.02 0.03 0.01
C -0.879 -5.816 2.814 0.02 -0.06 0.09
C -0.913 -3.768 1.546 -0.22 0.15 0.18
O -0.970 -3.063 0.518 0.25 -0.05 -0.28
H -1.628 -6.622 0.392 0.01 0.01 -0.01
H 0.120 -6.382 0.230 -0.02 0.00 -0.01
H -1.013 -5.223 -0.513 0.03 -0.03 0.00
H -1.857 -6.278 2.955 0.04 -0.01 0.01
H -0.675 -5.139 3.641 -0.04 -0.02 0.01
H -0.117 -6.595 2.797 -0.02 0.02 0.02
H -0.953 -3.316 2.544 0.06 0.00 -0.03
C -2.981 -0.972 -3.878 0.01 0.09 -0.01
N -2.544 -2.225 -3.290 0.14 -0.06 0.03
C -3.134 -3.443 -3.826 -0.02 -0.05 0.01
C -1.596 -2.263 -2.373 -0.02 -0.03 0.06
O -0.989 -1.258 -1.952 -0.02 0.06 -0.06
H -4.070 -0.953 -3.898 0.00 0.03 -0.02
H -2.606 -0.886 -4.900 -0.02 0.03 0.01
H -2.606 -0.149 -3.275 -0.01 0.00 -0.04
H -4.221 -3.367 -3.789 0.03 -0.03 -0.01
H -2.819 -4.295 -3.228 0.00 -0.02 -0.03
H -2.821 -3.591 -4.860 -0.04 -0.01 0.02
H -1.364 -3.262 -1.989 -0.05 0.04 0.00
C -0.914 5.716 -6.554 -0.02 0.03 -0.08
C -0.299 5.338 -5.243 0.00 -0.07 0.14
C 0.957 5.835 -4.900 0.01 0.00 0.00
C 1.616 5.451 -3.730 -0.02 -0.07 0.11
C 0.992 4.599 -2.859 0.00 0.07 -0.12
C -0.322 4.152 -3.139 0.01 -0.01 -0.04
N -0.906 3.397 -2.152 0.14 -0.06 0.04
C -2.219 3.395 -1.739 -0.10 -0.09 0.03
C -3.061 4.470 -2.051 -0.09 -0.08 0.07
C -4.384 4.452 -1.651 0.09 0.01 -0.03
C -4.881 3.370 -0.936 -0.02 0.01 0.00
C -4.040 2.322 -0.583 0.13 0.01 0.00
C -2.702 2.320 -0.949 -0.11 0.06 0.01
C -1.849 1.193 -0.466 -0.11 -0.08 -0.04
O -2.408 0.183 0.033 0.09 0.03 0.10
O -0.578 1.247 -0.529 0.07 0.26 -0.09
C -0.956 4.457 -4.378 0.15 0.07 0.08
C -2.198 3.768 -4.855 -0.02 -0.07 -0.03
H -0.338 6.499 -7.040 0.00 0.01 -0.02
H -1.935 6.074 -6.427 -0.04 0.01 -0.01
H -0.950 4.861 -7.231 -0.01 -0.01 -0.03
H 1.448 6.517 -5.581 0.02 0.02 -0.02
H 2.600 5.842 -3.510 0.00 0.00 0.01
H 1.449 4.325 -1.917 0.03 -0.01 0.03
H -0.302 2.792 -1.584 -0.08 0.07 -0.07
H -2.657 5.326 -2.571 0.03 0.04 -0.03
H -5.024 5.291 -1.883 -0.02 0.02 -0.01
H -5.917 3.354 -0.630 -0.02 0.01 0.01
H -4.416 1.493 -0.001 0.00 -0.02 0.00
H -2.471 2.917 -4.236 -0.03 -0.02 0.02
H -2.031 3.407 -5.870 -0.03 0.01 0.01
H -3.054 4.443 -4.899 -0.01 0.01 0.00
```
Positions in Å, forces in eV/Å.

Löwdin population analysis, charges in e, atoms 1 to 99: 0.9825, -0.2627, -0.3030, 1.0238, -0.3668, -0.0936, -0.0525, -0.0455, -0.0506, -0.0834, -0.4190, -0.0884, -0.0370, -0.0370, -0.0491, -0.1419, -0.2830, 1.1884, -0.3457, -0.0551, -0.0384, -0.0216, -0.0390, -0.0736, -0.4165, -0.1217, -0.0510, -0.0372, -0.0383, -0.0760, 0.0881, 0.1288, 0.0787, 0.1055, 0.1018, 0.1177, 0.1197, 0.1162, 0.0809, 0.1210, 0.1237, 0.1229, 0.1191, 0.0704, 0.1080, 0.0596, 0.1078, 0.1234, 0.1259, 0.1230, 0.1057, 0.0927, 0.1224, 0.1259, 0.1228, 0.1106, 0.0009, -0.1576, -0.0067, -0.2913, -0.1201, 0.1091, 0.1063, 0.0727, 0.1084, 0.0916, 0.1044, 0.1175, -0.0037, -0.1581, -0.0110, -0.2726, -0.1046, 0.1043, 0.1073, 0.0773, 0.1035, 0.0920, 0.1058, 0.1283, -0.0197, -0.2008, 0.0291, -0.0308, 0.0071, -0.1589, 0.1897, -0.1635, 0.0104, -0.0145, -0.0097, 0.0185, -0.0456, -0.5762, -0.0587, -0.1077, -0.1360, -0.0166, 0.0923


# B4F16Sn

A molecular structure, B4F16Sn at a distorted geometry (ωB97M-V/def2-TZVPD, OMol25).

Computed properties:
energy above the lowest of the compared OMol25 structures with the same formula, charge and spin: 1131.7 kJ/mol
molecular weight: 465.9 u
net charge: -2
max |F|: 4.79 eV/A
spin multiplicity: 1

Geometry as XYZ:
```
21
Properties=species:S:1:pos:R:3:forces:R:3
Sn 2.468 -1.500 1.715 -0.79 0.53 -0.66
B -0.917 1.981 5.886 -0.35 1.60 -1.74
F -0.313 0.893 6.511 -0.19 -0.13 0.20
F -2.072 2.494 6.505 0.31 -0.74 0.42
F -0.011 3.051 5.712 0.69 0.07 0.84
F -1.243 1.697 4.517 -0.19 -1.05 0.26
B 2.831 -2.285 -4.443 0.27 0.55 0.17
F 1.624 -2.093 -5.039 -1.17 0.77 -0.71
F 3.320 -1.144 -3.761 0.03 0.64 0.08
F 2.684 -3.254 -3.500 -0.18 -1.82 2.06
F 3.758 -2.711 -5.354 1.24 -0.22 -1.23
B 1.100 4.347 -1.187 0.98 1.27 -1.15
F -0.009 3.677 -1.041 -3.87 -2.76 0.62
F 0.931 5.568 -0.617 0.03 2.46 0.33
F 2.112 3.748 -0.520 2.40 -1.63 1.22
F 1.372 4.377 -2.553 0.61 0.54 -0.91
B -3.542 -3.751 -0.538 -0.14 -1.01 -1.47
F -4.121 -3.866 0.651 -1.92 -0.53 2.88
F -2.833 -2.630 -0.552 2.22 3.20 -0.12
F -2.741 -4.828 -0.784 2.06 -2.16 0.14
F -4.398 -3.771 -1.606 -2.05 0.43 -1.25
```
Positions in Å, forces in eV/Å.

Just the Löwdin charges please, in e? Sure, here they are: 1.6358, -1.2280, 0.0874, 0.0813, 0.0625, 0.0428, -1.4033, 0.1459, 0.0666, 0.1157, 0.1206, -1.4981, 0.2371, 0.1521, 0.1650, 0.1249, -1.5389, 0.1752, 0.1853, 0.1319, 0.1382


# C29H38F6N6O19P2S2

A molecular structure, C29H38F6N6O19P2S2 at a distorted geometry (ωB97M-V/def2-TZVPD, OMol25).

Computed properties:
energy above the lowest of the compared OMol25 structures with the same formula, charge and spin: 0.0 kJ/mol
molecular weight: 1014.7 u
max |F|: 2.85 eV/A
spin multiplicity: 1

Geometry as XYZ:
```
102
Properties=species:S:1:pos:R:3:forces:R:3
C 6.592 0.189 1.412 0.21 -0.53 -0.10
C 6.113 1.398 0.586 0.17 0.40 1.50
S 4.282 1.537 0.465 0.32 -0.28 -0.33
C 3.781 1.438 2.222 0.18 0.30 0.65
C 2.284 1.265 2.434 -0.28 0.33 -0.26
C 1.520 0.200 2.018 -0.35 -0.09 -0.11
C 2.155 -0.934 1.224 0.16 -1.27 0.00
C 2.650 -2.167 2.116 0.08 2.01 -0.47
N 3.562 -2.956 1.283 -0.29 -0.02 0.59
N 1.550 -2.969 2.602 0.61 -0.10 0.33
N 3.336 -1.558 3.295 -0.59 -0.81 -0.33
C 0.073 0.196 2.357 0.14 -0.04 0.20
P -1.036 -1.204 1.874 0.27 -0.39 -0.77
O -0.792 -1.687 0.482 0.13 -0.22 0.14
C -0.527 1.206 3.064 -1.05 1.24 -0.20
P -2.317 1.163 3.529 0.10 -1.67 2.00
N -2.577 -0.169 4.358 0.06 0.36 -0.26
C 0.217 2.377 3.497 0.23 -2.54 -1.27
N -0.240 3.420 4.169 1.55 0.57 -0.23
S 1.109 4.360 4.341 -0.36 -0.68 -0.17
N 2.215 3.444 3.609 -0.14 0.10 -0.02
C 1.622 2.331 3.144 -0.46 1.31 0.97
H 6.181 -0.769 1.043 0.07 0.42 0.01
H 6.327 0.262 2.480 0.01 0.14 -0.47
H 7.692 0.081 1.389 -0.42 0.22 -0.13
H 6.444 2.301 1.135 -0.03 -0.29 -0.40
H 6.583 1.448 -0.406 -0.57 -0.18 0.15
H 4.279 0.637 2.789 -0.16 0.13 -0.56
H 4.089 2.385 2.698 -0.21 -0.40 -0.18
H 3.045 -0.614 0.663 -0.47 0.33 0.31
H 1.462 -1.370 0.486 0.15 0.42 0.28
H 4.054 -3.576 1.929 -0.18 -0.20 -0.34
H 4.274 -2.337 0.900 -0.21 -0.05 -0.07
H 0.885 -3.181 1.866 0.15 0.04 0.03
H 1.098 -2.452 3.349 -0.10 -0.20 -0.11
H 4.328 -1.598 3.081 -0.02 -0.05 0.47
H 3.121 -2.147 4.097 0.50 0.04 0.02
H -0.836 -2.206 2.857 -0.39 0.48 -0.05
H -2.400 -0.847 1.987 0.49 0.22 0.39
H -3.141 1.162 2.377 0.47 0.77 -0.11
H -2.577 2.253 4.392 0.20 0.34 -1.03
H -2.893 0.075 5.294 0.02 -0.29 -0.14
C -4.486 5.349 2.384 0.35 0.46 0.03
C -5.803 4.762 1.949 0.18 -0.16 -0.47
O -5.797 3.487 2.568 0.02 0.43 0.33
C -5.045 3.620 3.700 0.12 -0.35 0.61
O -5.040 2.839 4.596 0.03 0.06 -0.28
O -4.310 4.757 3.677 -0.35 -0.21 -0.25
F -5.848 4.596 0.608 -0.43 -0.19 0.40
H -3.664 5.053 1.731 -0.17 -0.09 -0.14
H -4.511 6.435 2.448 0.02 -0.05 0.23
H -6.680 5.324 2.278 -0.05 -0.04 -0.12
C -7.702 2.226 -0.949 0.50 -0.25 0.45
C -8.994 2.979 -1.093 0.11 0.33 -0.24
O -9.458 2.566 -2.363 0.11 -0.38 0.39
C -8.966 1.300 -2.557 0.03 -0.42 -0.37
O -9.360 0.550 -3.381 0.04 0.13 0.01
O -7.969 1.023 -1.674 -0.41 0.35 -0.11
F -8.780 4.320 -1.117 -0.15 0.09 0.01
H -6.862 2.748 -1.408 -0.14 0.17 0.01
H -7.456 2.011 0.089 -0.02 -0.20 -0.07
H -9.742 2.741 -0.334 -0.03 0.19 0.00
C -0.623 -4.423 -1.184 0.07 0.09 0.80
C -1.256 -3.858 -2.423 0.39 0.15 -0.25
O -1.416 -5.006 -3.240 -0.25 -0.03 0.45
C -1.568 -6.065 -2.386 -0.02 -0.52 0.04
O -1.983 -7.128 -2.708 0.10 0.07 -0.06
O -1.187 -5.737 -1.126 -0.10 0.16 -0.53
F -0.426 -2.988 -3.052 -0.06 -0.01 -0.10
H 0.463 -4.500 -1.267 -0.03 0.09 -0.18
H -0.866 -3.851 -0.292 -0.09 -0.10 -0.02
H -2.226 -3.385 -2.260 0.07 0.12 -0.09
C -6.463 5.365 -3.056 -0.53 -0.43 0.00
C -5.323 5.895 -3.881 -0.13 0.49 -0.15
O -4.416 6.356 -2.899 -0.12 -0.57 0.10
C -4.618 5.582 -1.795 0.12 -0.04 0.40
O -3.859 5.515 -0.886 0.01 0.09 -0.10
O -5.797 4.896 -1.877 0.57 0.48 -0.59
F -5.713 6.943 -4.645 0.09 -0.02 -0.05
H -7.179 6.141 -2.783 0.13 0.12 -0.10
H -6.995 4.555 -3.550 0.06 -0.10 0.17
H -4.833 5.148 -4.509 0.00 0.11 -0.10
C 2.899 -6.595 -3.937 -0.29 -0.16 -0.50
C 2.761 -5.790 -2.674 -0.10 -0.37 0.46
O 4.105 -5.512 -2.330 -0.09 0.23 -0.51
C 4.797 -5.480 -3.501 0.35 0.01 -0.09
O 5.883 -5.013 -3.616 -0.02 -0.09 -0.07
O 4.086 -6.037 -4.513 0.03 0.15 0.44
F 2.201 -6.521 -1.680 -0.07 0.12 0.04
H 3.055 -7.657 -3.738 0.01 0.07 0.21
H 2.047 -6.483 -4.603 0.17 0.13 -0.13
H 2.213 -4.853 -2.792 -0.05 -0.03 0.09
C 7.678 -2.687 -2.336 -0.03 -0.75 0.03
C 7.537 -1.585 -3.348 -0.38 0.28 0.22
O 8.414 -0.589 -2.850 0.24 -0.47 -0.14
C 9.398 -1.252 -2.169 0.41 0.09 0.31
O 10.431 -0.768 -1.849 -0.13 0.03 0.02
O 9.038 -2.536 -1.915 -0.12 0.45 -0.23
F 6.275 -1.086 -3.365 0.02 0.07 -0.09
H 7.017 -2.552 -1.478 -0.08 0.19 -0.11
H 7.505 -3.672 -2.762 0.19 0.04 0.09
H 7.833 -1.861 -4.361 -0.14 0.07 -0.03
```
Positions in Å, forces in eV/Å.

Löwdin population analysis, charges in e, atoms 1 to 99: -0.1677, -0.5087, 0.8730, -0.4153, -0.1695, -0.1319, -0.0968, -0.6373, 0.0846, 0.0815, 0.0880, -0.2276, 0.7548, -0.4510, -0.2820, 0.7347, -0.3245, -0.3940, -0.2196, 1.0250, -0.2374, -0.2716, 0.0545, 0.0603, 0.0778, 0.0711, 0.0721, 0.0601, 0.0729, 0.0485, 0.0985, 0.0827, 0.0545, 0.0514, 0.0534, 0.0659, 0.0785, 0.0225, -0.0070, 0.0075, 0.0201, -0.0362, -0.0462, -0.3023, 0.1266, -0.5724, 0.1487, 0.0718, 0.0689, 0.1382, 0.1452, 0.1775, -0.0581, -0.3124, 0.1286, -0.5404, 0.1896, 0.0801, 0.0710, 0.1276, 0.1418, 0.1761, -0.0628, -0.3123, 0.1243, -0.5505, 0.1773, 0.0774, 0.0715, 0.1258, 0.1045, 0.1770, -0.0553, -0.3135, 0.1450, -0.5276, 0.1728, 0.0227, 0.0822, 0.1491, 0.1405, 0.1770, -0.0439, -0.3192, 0.1424, -0.5335, 0.1671, 0.0833, 0.0811, 0.1488, 0.1446, 0.1673, -0.0568, -0.3133, 0.1257, -0.5503, 0.1769, 0.0753, 0.0724


# C19H24ClF7N2O4

C19H24ClF7N2O4 in the gas phase at a distorted geometry (ωB97M-V/def2-TZVPD, OMol25).

Computed properties:
molecular weight: 512.9 u
max |F|: 2.37 eV/A
spin multiplicity: 1

Geometry as XYZ:
```
57
Properties=species:S:1:pos:R:3:forces:R:3
H -3.486 0.077 1.943 -0.12 0.04 0.00
N -3.733 -0.908 1.872 0.48 -0.02 -0.15
C -2.713 -1.623 1.631 -0.55 0.10 0.21
C -2.922 -3.117 1.546 0.28 0.13 0.57
C -1.262 -1.183 1.486 -0.05 -0.26 -0.39
C -0.898 0.183 0.796 0.02 -0.77 -0.43
C -0.702 1.178 1.985 0.22 0.24 -0.16
F 0.535 0.954 2.503 -0.13 0.11 -0.07
F -1.573 0.848 2.982 -0.15 0.02 -0.32
C -0.827 2.752 1.929 -0.05 0.28 0.87
F -0.707 3.111 3.239 0.04 -0.19 -0.13
F 0.182 3.369 1.300 -0.17 -0.29 -0.30
C -2.170 3.416 1.479 0.41 0.53 0.29
F -3.228 2.728 1.860 -0.17 -0.26 -0.08
F -2.177 3.651 0.174 -0.13 -0.38 -0.35
F -2.235 4.608 2.075 0.02 0.23 0.07
C -1.911 0.589 -0.295 -0.46 0.38 -0.20
O -3.012 1.031 -0.198 0.29 0.00 0.29
O -1.396 0.376 -1.551 0.04 -0.04 0.18
C -0.260 -0.484 -1.442 -1.18 -0.26 -0.02
Cl 0.744 -0.306 -2.888 0.11 0.38 0.02
C -0.852 -1.915 -1.497 0.78 -0.15 -0.30
C -1.345 -2.296 -2.884 0.14 -0.12 -0.37
O -0.881 -3.214 -3.495 -0.25 0.08 0.30
O -2.414 -1.593 -3.350 0.08 -0.13 -0.34
C 0.383 -0.002 -0.133 0.83 0.94 2.01
C 1.435 -0.985 0.477 -0.57 -0.20 -0.58
C 2.898 -0.897 0.049 1.01 -0.82 0.56
C 3.714 -1.453 1.244 -0.67 -0.32 -0.15
C 3.279 -1.784 -1.152 0.19 0.43 0.04
N 1.062 1.283 -0.223 0.75 -0.93 -1.85
C 1.256 2.093 -1.198 -0.27 0.00 0.40
C 0.219 2.899 -1.935 -0.06 -0.09 -0.65
C 2.686 2.423 -1.568 -0.09 0.83 0.80
H -3.968 -3.336 1.363 0.01 -0.03 -0.18
H -2.251 -3.607 0.841 -0.16 -0.04 -0.18
H -2.677 -3.527 2.532 0.02 -0.10 -0.04
H -0.797 -1.985 0.927 0.17 0.10 -0.11
H -0.745 -1.246 2.444 -0.21 0.17 0.14
H -1.693 -2.017 -0.819 -0.08 0.10 0.05
H -0.088 -2.656 -1.272 0.00 0.03 0.16
H -2.162 -0.683 -3.554 -0.15 0.12 0.35
H 1.115 -2.006 0.259 0.07 -0.09 0.07
H 1.388 -0.909 1.558 -0.03 0.28 0.00
H 3.285 0.107 -0.102 -0.55 0.22 -0.09
H 4.783 -1.403 1.056 0.06 0.13 0.12
H 3.444 -2.508 1.367 0.15 -0.05 0.05
H 3.435 -0.964 2.177 0.28 0.20 0.01
H 4.318 -2.095 -1.033 0.01 -0.07 -0.06
H 3.234 -1.262 -2.105 -0.26 -0.10 -0.07
H 2.673 -2.691 -1.184 -0.06 0.00 -0.12
H 0.642 3.374 -2.819 0.03 -0.05 -0.02
H -0.652 2.333 -2.251 -0.07 0.02 0.20
H -0.110 3.708 -1.281 0.00 -0.08 0.15
H 3.262 1.510 -1.686 -0.02 -0.03 -0.10
H 2.751 3.066 -2.442 0.04 -0.15 -0.13
H 3.123 2.987 -0.737 0.13 -0.11 0.01
```
Positions in Å, forces in eV/Å.

Just the Löwdin charges please, in e? Sure, here they are: 0.0354, 0.1792, -0.4009, -0.0380, -0.0592, -0.0985, -0.3242, 0.1333, 0.1148, -0.3093, 0.1338, 0.1543, -0.5630, 0.1958, 0.1784, 0.1776, -0.3669, 0.1790, -0.0052, -0.6509, 0.9097, -0.0597, -0.5431, 0.1436, 0.0970, -0.3123, -0.0986, -0.3876, -0.0769, -0.0811, 0.1283, -0.3872, -0.0225, -0.0209, 0.0823, 0.0701, 0.0900, 0.0826, 0.1428, 0.1190, 0.1284, 0.1109, 0.1059, 0.1042, 0.1080, 0.0770, 0.0862, 0.0766, 0.0723, 0.0389, 0.0802, 0.0777, 0.0707, 0.0846, 0.0656, 0.0732, 0.0988


Number 1: calculated total energy -3136.4693 hartree. Number 2: calculated total energy -1912.2137 hartree. Number 3: calculated total energy -4964.2731 hartree. Number 4: calculated total energy -2308.0706 hartree.